(1)
DFT (wB97M-V/def2-TZVPD) results for a cluster of 2 separate species, C2H5O3 in total in a non-equilibrium geometry.

The calculation puts the relative energy (zero: lowest compared OMol25 entry of this formula, charge and spin) at 7.2 kcal/mol. As for the HOMO energy: -4.1 eV. For the frontier orbital gap, the calculation gives 8.28 eV. Its net charge is -1. Its LUMO energy is 4.168 eV. The electronic energy comes out at -304.996066 hartree.

Element x y z (Å)
O: 0.01585 1.83925 -1.86670
H: 0.12155 1.04898 -2.44339
H: 0.25902 1.52397 -0.96686
O: 1.43807 -0.79588 1.72748
O: 0.42811 1.11988 1.00696
C: 0.53011 -0.13950 1.13516
C: -0.49716 -0.98773 0.47882
H: -0.49377 -0.81700 -0.61088
H: -1.49635 -0.73463 0.87148
H: -0.30542 -2.05736 0.66794

Here are the Löwdin charges for atoms 1 to 8, given in e: atom 1 (O): -0.115, atom 2 (H): 0.027, atom 3 (H): -0.004, atom 4 (O): -0.112, atom 5 (O): -0.118, atom 6 (C): -0.793, atom 7 (C): -0.072, atom 8 (H): 0.055

=====

(2)
DFT (wB97M-V/def2-TZVPD) results for an isolated molecule of C2H5O3P in a non-equilibrium geometry.

The calculation puts the relative energy (zero: lowest compared OMol25 entry of this formula, charge and spin) at 29.1 kcal/mol. As for the HOMO energy: -10.0 eV. For the frontier orbital gap, the calculation gives 10.93 eV. As for the structure (SMILES): C=CO[P@H](=O)O. Its LUMO energy is 0.920 eV. The electronic energy comes out at -646.275850 hartree.

Element x y z (Å)
O: 1.72443 -1.16534 -0.37902
O: 1.88879 0.96893 0.16166
O: -0.37117 0.17855 -0.96921
C: -2.10282 -0.37687 0.54928
C: -0.92395 0.20602 0.33013
P: 1.24550 0.06235 -0.92379
H: 2.11904 0.28451 0.76240
H: -2.24144 -0.37620 1.68984
H: -2.77216 -0.73495 -0.19331
H: -0.43098 0.52846 1.14024
H: 1.86477 0.42454 -2.16822

Here are the Löwdin charges for atoms 1 to 8, given in e: atom 1 (O): -0.295, atom 2 (O): -0.142, atom 3 (O): -0.185, atom 4 (C): 0.055, atom 5 (C): -0.239, atom 6 (P): 0.455, atom 7 (H): 0.053, atom 8 (H): 0.098

=====

(3)
DFT (wB97M-V/def2-TZVPD) results for an isolated molecule of C2H5O3PS in a non-equilibrium geometry.

The calculation puts the relative energy (zero: lowest compared OMol25 entry of this formula, charge and spin) at 0.0 kcal/mol. As for the HOMO energy: -9.5 eV. For the frontier orbital gap, the calculation gives 10.03 eV. As for the structure (SMILES): C=COP(O)(O)=S. Its LUMO energy is 0.543 eV. The electronic energy comes out at -1044.526857 hartree.

Element x y z (Å)
C: -1.29509 0.94773 0.26224
C: -0.62960 0.73249 -0.87674
O: 1.83618 -0.31229 1.12924
O: 2.40293 -1.54125 -0.79673
O: 0.53434 0.03730 -1.06484
P: 1.07782 -1.17217 -0.01121
S: -0.12891 -2.68642 0.50618
H: -2.23436 1.43922 0.33805
H: -0.99714 0.64011 1.31994
H: -0.88742 1.02937 -1.81144
H: 1.19641 -0.11481 1.85713
H: 2.40202 -2.44506 -1.01917

Here are the Löwdin charges for atoms 1 to 8, given in e: atom 1 (C): 0.020, atom 2 (C): -0.251, atom 3 (O): -0.178, atom 4 (O): -0.138, atom 5 (O): -0.214, atom 6 (P): 0.196, atom 7 (S): 0.235, atom 8 (H): 0.041

=====

Number 2 is which compound? C2H5O3P

=====

Which of these has the lowest relative energy (zero: lowest compared OMol25 entry of this formula, charge and spin)? C2H5O3PS

=====

The lowest electronic energy belongs to which entry? C2H5O3PS

=====

The highest frontier orbital gap belongs to which entry? C2H5O3P